Entry from the Open Molecules 2025 dataset: a structure of composition C21H37AsN3OsSSi3 (the ωB97M-V functional and the def2-TZVPD basis).

The geometry in XYZ format:
```
67
C21H37AsN3OsSSi3 the ωB97M-V functional and the def2-TZVPD basis
Os 1.117 0.109 0.079
S 3.451 -0.878 -0.584
C 3.224 -1.252 1.079
C 4.161 -1.864 1.916
C 3.809 -2.121 3.224
C 2.539 -1.753 3.681
C 1.658 -1.153 2.806
N 1.988 -0.907 1.531
H 5.135 -2.123 1.529
H 4.500 -2.617 3.887
H 2.249 -1.933 4.704
H 0.656 -0.866 3.107
C -2.541 -3.546 1.879
Si -3.046 -1.751 1.504
C -4.551 -1.504 0.376
C -2.771 -0.445 2.861
As -0.936 -1.025 -0.156
Si -0.589 -2.939 -2.176
C -2.320 -2.812 -2.950
C 0.874 -2.169 -3.119
C -0.139 -4.439 -1.106
Si -1.706 1.230 -1.036
C -3.460 1.376 -1.745
C -0.329 1.281 -2.367
C -1.314 2.467 0.375
H -3.048 -3.906 2.774
H -1.470 -3.646 2.048
H -2.831 -4.212 1.068
H -5.458 -1.805 0.898
H -4.488 -2.108 -0.526
H -4.681 -0.465 0.088
H -3.426 -0.626 3.711
H -2.991 0.557 2.498
H -1.751 -0.460 3.237
H -2.701 -1.793 -2.961
H -3.039 -3.439 -2.430
H -2.293 -3.157 -3.981
H 0.571 -1.710 -4.057
H 1.610 -2.931 -3.368
H 1.392 -1.416 -2.521
H -0.941 -4.732 -0.434
H 0.751 -4.246 -0.509
H 0.079 -5.300 -1.735
H -3.853 0.463 -2.184
H -3.442 2.129 -2.530
H -4.165 1.730 -0.997
H -0.522 0.598 -3.190
H 0.654 1.011 -1.926
H -0.230 2.277 -2.788
H -2.213 2.978 0.708
H -0.634 3.245 0.030
H -0.869 1.985 1.249
N 2.484 3.898 1.894
C 2.191 2.593 1.914
N 2.074 2.077 0.703
C 2.343 3.116 -0.171
C 2.436 3.150 -1.560
C 2.669 4.372 -2.160
C 2.854 5.534 -1.409
C 2.829 5.511 -0.027
C 2.575 4.287 0.580
H 2.625 4.496 2.695
H 2.076 2.036 2.827
H 2.382 2.251 -2.155
H 2.731 4.426 -3.234
H 3.050 6.462 -1.920
H 3.007 6.402 0.553
```

The calculation puts the LUMO energy (alpha / beta) at -9.15 / -12.19 eV. Its spin multiplicity is 5. Its total energy is -4578.8257 hartree. As for the net charge: +3. The relative energy (zero: lowest compared OMol25 entry of this formula, charge and spin) comes out at 1.625 eV. Its HOMO-LUMO gap (alpha / beta) is 7.31 / 4.32 eV. Its expectation value of S² is 6.039. The strongest force on any atom comes out at 1.66 eV/A.

***

Entry from the Open Molecules 2025 dataset: a cluster of 2 separate species, C21H37BClNO10PS in total (the ωB97M-V functional and the def2-TZVPD basis).

The geometry in XYZ format:
```
73
C21H37BClNO10PS the ωB97M-V functional and the def2-TZVPD basis
C -0.098 -3.733 4.266
C -1.511 -3.021 4.049
C -1.372 -1.438 3.890
C -1.868 -1.009 2.433
C -2.559 0.390 2.386
C -0.690 -1.295 1.432
O -1.061 -2.139 0.336
P -0.261 -1.749 -1.199
S -1.614 -3.334 -1.958
C 1.120 -2.976 -0.621
C 0.906 -4.494 -0.968
C 1.311 -5.190 -2.298
N 0.391 -5.255 -0.047
C 0.603 -1.414 -2.873
C -0.240 -1.722 -4.160
C 0.308 -0.716 -5.286
O 0.034 -3.033 -4.713
O -1.630 -0.715 -1.443
C -1.434 0.529 -2.072
C -2.478 1.608 -1.509
O 0.755 -0.568 -0.382
C 0.334 -0.195 0.939
Cl -0.034 1.582 0.783
B 1.780 -0.200 1.704
O 1.987 -0.747 3.007
O 2.905 0.423 1.050
H 0.713 -3.068 3.875
H -0.042 -4.700 3.696
H 0.102 -3.897 5.353
H -2.201 -3.280 4.891
H -1.945 -3.497 3.130
H -2.143 -1.014 4.598
H -0.342 -1.077 4.120
H -2.664 -1.770 2.187
H -3.450 0.359 3.076
H -2.837 0.734 1.365
H -1.856 1.147 2.838
H -0.021 -1.982 2.042
H -2.796 -3.084 -1.291
H 2.140 -2.710 -1.038
H 1.279 -2.962 0.496
H 2.337 -4.906 -2.635
H 1.328 -6.296 -2.079
H 0.524 -5.048 -3.078
H 0.210 -4.665 0.778
H 1.534 -2.041 -2.993
H 0.986 -0.358 -2.954
H -1.327 -1.492 -4.089
H 1.406 -0.879 -5.447
H 0.055 0.334 -4.996
H -0.220 -0.913 -6.265
H -0.708 -3.230 -5.295
H -1.691 0.444 -3.175
H -0.427 0.999 -2.022
H -1.901 2.482 -1.119
H -3.180 1.159 -0.768
H -3.121 2.011 -2.346
H 2.041 -0.017 3.640
H 2.932 1.311 1.441
C 0.566 6.668 -0.646
C 1.224 7.765 -0.266
C 2.123 7.763 0.925
O 2.719 8.782 1.225
C 2.247 6.522 1.691
C 1.586 5.424 1.313
C 0.709 5.420 0.108
O 0.144 4.394 -0.206
O 1.682 4.269 2.003
O 1.108 8.930 -0.941
H -0.087 6.656 -1.508
H 2.888 6.538 2.561
H 1.112 3.627 1.528
H 1.681 9.559 -0.468
```

The calculation puts the LUMO energy at 0.04 eV. Its total energy is -2854.1832 hartree. As for the net charge: -1. Its HOMO-LUMO gap is 4.55 eV. The strongest force on any atom comes out at 3.10 eV/A.

***

Entry from the Open Molecules 2025 dataset: a structure of composition C21H37BN6SeSiTi (the ωB97M-V functional and the def2-TZVPD basis).

The geometry in XYZ format:
```
68
C21H37BN6SeSiTi the ωB97M-V functional and the def2-TZVPD basis
Ti -0.005 0.005 0.114
C -3.571 -3.599 0.479
C -2.037 -3.519 0.493
C -1.546 -3.048 1.849
C -1.582 -2.751 -0.721
C -1.822 -3.186 -2.015
C -1.273 -2.235 -2.853
N -0.728 -1.270 -2.120
N -0.908 -1.568 -0.775
B 0.000 0.001 -2.640
N -0.741 1.266 -2.125
C -1.290 2.227 -2.861
C -1.841 3.178 -2.025
C -1.598 2.749 -0.730
N -0.918 1.569 -0.781
C -2.058 3.517 0.481
C -1.563 3.053 1.839
C -3.593 3.583 0.468
N 1.464 0.010 -2.117
C 2.572 0.003 -2.849
C 3.669 0.004 -2.010
C 3.172 0.010 -0.716
N 1.810 0.012 -0.772
C 4.061 0.026 0.499
C 4.889 1.320 0.487
C 3.400 -0.165 1.853
H -3.916 -4.207 1.314
H -4.008 -2.604 0.580
H -3.954 -4.044 -0.437
H -1.646 -4.528 0.330
H -1.962 -2.073 2.108
H -1.882 -3.761 2.601
H -0.457 -2.991 1.908
H -2.327 -4.090 -2.303
H -1.234 -2.183 -3.929
H 0.003 -0.002 -3.828
H -1.253 2.171 -3.937
H -2.351 4.080 -2.316
H -1.676 4.529 0.316
H -1.974 2.077 2.100
H -0.474 3.002 1.896
H -1.903 3.766 2.590
H -4.020 2.584 0.573
H -3.943 4.190 1.302
H -3.981 4.022 -0.449
H 2.508 -0.002 -3.925
H 4.706 -0.005 -2.298
H 4.745 -0.814 0.341
H 4.239 2.192 0.583
H 5.584 1.321 1.325
H 5.469 1.430 -0.427
H 2.760 0.682 2.106
H 2.810 -1.081 1.908
H 4.182 -0.225 2.610
C 1.518 0.942 5.114
Si -0.031 0.008 4.804
C 0.001 -1.803 5.099
C -1.618 0.883 5.093
Se -0.016 0.011 2.326
H 1.678 1.050 6.191
H 1.464 1.943 4.684
H 2.379 0.415 4.702
H 0.005 -2.004 6.175
H 0.899 -2.252 4.674
H -0.882 -2.281 4.674
H -1.804 0.971 6.168
H -2.452 0.334 4.656
H -1.587 1.891 4.678
```

The calculation puts the LUMO energy (alpha / beta) at -7.26 / -7.26 eV. Its total energy is -4715.8388 hartree. As for the net charge: +2. Its HOMO-LUMO gap (alpha / beta) is 7.78 / 7.78 eV. The strongest force on any atom comes out at 0.58 eV/A.

***

Entry from the Open Molecules 2025 dataset: a cluster of 3 separate species, C21H37IN2O7P2S2 in total (the ωB97M-V functional and the def2-TZVPD basis).

The geometry in XYZ format:
```
72
C21H37IN2O7P2S2 the ωB97M-V functional and the def2-TZVPD basis
C 7.517 -0.972 1.762
C 5.963 -0.884 1.825
O 5.491 0.425 2.040
C 5.447 1.196 0.833
C 4.008 1.261 0.258
C 3.334 2.660 0.337
C 2.050 2.710 1.241
C 0.726 3.098 0.483
C -0.289 1.973 0.730
C -0.844 1.971 2.055
C -1.707 0.988 2.377
O -2.245 0.927 3.654
C -2.098 -0.006 1.429
N -3.002 -0.936 1.847
C -3.296 -1.850 0.960
P -4.525 -3.133 1.524
C -3.728 -4.801 1.644
C -6.021 -3.153 0.427
C -2.694 -1.829 -0.361
I -3.218 -3.410 -1.712
N -1.868 -0.950 -0.817
C -1.569 -0.011 0.137
C -0.645 1.032 -0.209
P 0.104 1.168 -1.856
O -0.305 0.120 -2.804
O 1.695 1.194 -1.758
O -0.284 2.596 -2.486
H 7.824 -0.893 0.709
H 7.926 -0.115 2.311
H 7.885 -1.930 2.148
H 5.546 -1.319 0.898
H 5.632 -1.539 2.644
H 5.841 2.207 1.005
H 6.063 0.653 0.097
H 4.082 0.998 -0.809
H 3.352 0.491 0.690
H 3.053 3.054 -0.645
H 4.063 3.347 0.797
H 1.933 1.701 1.665
H 2.239 3.392 2.082
H 0.871 3.323 -0.574
H 0.304 3.970 1.006
H -0.544 2.746 2.756
H -2.948 1.590 3.654
H -2.784 -4.885 1.084
H -3.450 -4.930 2.700
H -4.420 -5.619 1.401
H -6.095 -2.220 -0.152
H -5.990 -3.980 -0.294
H -6.921 -3.208 1.051
H 2.019 0.271 -1.690
H -1.225 2.777 -2.277
C 2.903 -3.311 -3.062
S 1.648 -2.061 -2.732
O 1.979 -1.446 -1.405
C 0.300 -3.228 -2.487
H 3.855 -2.806 -3.216
H 2.985 -3.991 -2.213
H 2.634 -3.862 -3.963
H 0.544 -3.929 -1.686
H 0.135 -3.764 -3.422
H -0.607 -2.681 -2.219
C -4.818 2.283 0.218
S -4.217 2.360 -1.473
O -2.844 2.939 -1.423
C -5.324 3.668 -2.013
H -4.228 1.543 0.756
H -4.707 3.258 0.694
H -5.865 1.979 0.215
H -5.180 4.553 -1.392
H -6.355 3.320 -1.944
H -5.090 3.906 -3.048
```

The calculation puts the LUMO energy at -0.41 eV. Its total energy is -3235.3497 hartree. Its HOMO-LUMO gap is 7.41 eV. The strongest force on any atom comes out at 2.43 eV/A.

***

Entry from the Open Molecules 2025 dataset: a cluster of 9 separate species, C21H37N9O2P3 in total (the ωB97M-V functional and the def2-TZVPD basis).

The geometry in XYZ format:
```
72
C21H37N9O2P3 the ωB97M-V functional and the def2-TZVPD basis
C -6.579 -0.136 2.991
C -5.434 0.137 2.362
P -3.709 0.260 1.566
C -3.801 0.144 -0.321
C -2.458 0.772 -1.017
O -1.260 0.455 -0.219
P -2.496 -1.421 2.292
N -3.131 -2.814 1.807
P -2.936 2.243 2.074
C -1.615 2.151 3.447
O -4.243 3.121 2.817
H -7.266 -0.371 3.894
H -3.899 -0.975 -0.629
H -4.701 0.681 -0.798
H -2.614 1.926 -1.081
H -2.373 0.370 -2.115
H -0.468 0.873 -0.637
H -1.133 -1.407 1.772
H -2.477 -1.399 3.731
H -3.418 -3.406 2.607
H -1.356 3.252 3.738
H -2.011 1.639 4.416
H -0.625 1.678 3.097
H -5.066 3.009 2.272
C -5.531 -2.795 -2.635
C -5.638 -1.437 -3.277
N -5.722 -0.357 -3.785
H -4.483 -3.037 -2.451
H -6.071 -2.801 -1.686
H -5.961 -3.552 -3.294
C 1.508 -1.894 -0.599
C 1.390 -1.271 0.765
N 1.298 -0.777 1.852
H 2.540 -1.831 -0.948
H 1.211 -2.944 -0.555
H 0.861 -1.370 -1.306
C -3.129 1.472 -6.377
C -2.195 0.870 -5.363
N -1.451 0.391 -4.557
H -4.158 1.184 -6.153
H -3.055 2.560 -6.351
H -2.872 1.117 -7.377
C -4.891 3.991 -3.670
C -3.775 4.384 -4.600
N -2.877 4.710 -5.343
H -5.834 3.948 -4.219
H -4.685 3.010 -3.237
H -4.980 4.724 -2.866
C 4.145 -1.500 3.347
C 5.402 -0.838 3.843
N 6.414 -0.314 4.245
H 3.388 -0.745 3.131
H 4.357 -2.064 2.436
H 3.760 -2.183 4.107
C 4.050 -5.113 -2.638
C 3.926 -4.486 -1.276
N 3.829 -3.988 -0.192
H 5.084 -5.049 -2.984
H 3.754 -6.162 -2.592
H 3.405 -4.591 -3.347
C 5.504 2.372 2.498
C 5.225 2.915 1.122
N 5.002 3.345 0.028
H 4.676 1.742 2.827
H 6.419 1.777 2.484
H 5.626 3.196 3.203
C 9.554 0.295 3.606
C 10.663 0.705 2.674
N 11.545 1.030 1.934
H 8.609 0.255 3.063
H 9.766 -0.691 4.025
H 9.467 1.017 4.420
```

The calculation puts the LUMO energy at -4.12 eV. Its total energy is -2489.1506 hartree. As for the net charge: +1. Its HOMO-LUMO gap is 7.77 eV. The strongest force on any atom comes out at 7.59 eV/A.

***

Entry from the Open Molecules 2025 dataset: a structure of composition C21H37NO3Tl (the ωB97M-V functional and the def2-TZVPD basis).

The geometry in XYZ format:
```
63
C21H37NO3Tl the ωB97M-V functional and the def2-TZVPD basis
C -7.343 -2.160 2.238
C -6.156 -1.496 3.029
C -4.946 -2.513 3.104
C -4.103 -1.989 4.356
C -2.692 -2.687 4.401
C -1.844 -2.696 3.115
C -1.570 -1.269 2.549
C -0.617 -0.424 3.467
C 0.713 0.053 2.807
C 0.766 1.590 2.541
C 1.804 1.944 1.416
C 1.105 1.910 -0.003
C 1.860 2.893 -1.041
C 2.620 2.108 -2.219
C 2.414 2.709 -3.599
C 2.629 2.097 -4.805
C 3.139 0.735 -5.233
C 4.191 0.085 -4.285
C 4.573 -1.289 -4.918
N 5.667 -1.927 -4.179
C 2.246 3.104 -5.895
O 2.410 2.979 -7.044
O 1.639 4.210 -5.301
C 1.936 4.106 -3.966
O 1.870 4.976 -3.170
H -7.842 -2.873 2.905
H -7.040 -2.633 1.298
H -8.062 -1.325 2.052
H -6.501 -1.324 4.063
H -5.825 -0.522 2.640
H -5.285 -3.547 3.274
H -4.362 -2.529 2.175
H -4.699 -2.181 5.257
H -3.992 -0.897 4.251
H -2.106 -2.078 5.147
H -2.784 -3.698 4.828
H -2.317 -3.343 2.352
H -0.884 -3.192 3.368
H -1.100 -1.384 1.561
H -2.552 -0.763 2.479
H -0.410 -1.031 4.373
H -1.180 0.467 3.784
H 1.517 -0.164 3.532
H 0.915 -0.512 1.880
H 1.075 2.148 3.439
H -0.239 1.969 2.279
H 2.293 2.910 1.577
H 2.529 1.114 1.406
H 1.169 0.794 -0.323
H -0.023 2.151 0.076
H 2.557 3.537 -0.498
H 1.103 3.531 -1.530
H 3.689 1.974 -1.980
H 2.217 1.047 -2.278
H 2.319 0.035 -5.484
H 3.663 0.904 -6.194
H 5.077 0.738 -4.244
H 3.800 -0.150 -3.287
H 4.817 -1.189 -6.002
H 3.678 -1.928 -4.805
H 6.501 -1.343 -4.293
H 5.888 -2.800 -4.664
Tl 0.088 1.036 -1.781
```

The calculation puts the LUMO energy at -15.71 eV. Its total energy is -1273.9546 hartree. As for the net charge: +3. Its HOMO-LUMO gap is 1.18 eV. The strongest force on any atom comes out at 6.84 eV/A.